No. 1
The following is a quantum chemistry calculation of a molecular structure, C50H59AsBrN3O14P4PbS, from OMol25.

Summary:
HOMO   -0.120 Ha
Frontier orbital gap   0.24782 hartree
Energy relative to the best compared isomer or geometry (same formula, charge and spin)   0.431 eV
Maximum force   0.044 hartree/bohr
Total charge   -2

Structure (XYZ):
```
134
Properties=species:S:1:pos:R:3:lowdin_charge:R:1
Pb -1.93889 -0.01327 0.50717 1.256
C -2.51454 0.34572 -5.30135 -0.043
C -1.64062 -0.73391 -4.67654 -0.408
C -2.08084 -1.07550 -3.27293 -0.048
O -0.25090 -0.33348 -4.75090 -0.172
P 0.71151 0.41908 -3.75363 0.475
O 0.89768 -0.01772 -2.37427 -0.253
C 0.39186 2.20509 -3.98258 -0.206
P -0.74149 2.95669 -2.76196 0.488
O -1.69505 2.10810 -2.04628 -0.274
O -1.60157 3.99930 -3.64001 -0.189
C -1.24013 5.20303 -4.31739 -0.448
C -2.07371 5.24616 -5.59028 -0.050
C 0.24780 5.33183 -4.62522 -0.060
O 0.25672 3.81777 -1.88055 -0.200
C -0.00210 4.01917 -0.45822 -0.426
C -0.75361 5.32424 -0.27437 -0.035
C 1.33469 3.99375 0.25039 -0.039
O 2.00775 0.28249 -4.69998 -0.201
C 3.33015 0.19575 -4.14312 -0.466
C 3.64673 -1.24662 -3.79082 -0.040
C 4.29259 0.71907 -5.19852 -0.055
H -3.52302 -0.04489 -5.43405 0.086
H -2.11848 0.64800 -6.27324 0.075
H -2.56534 1.21746 -4.64578 0.070
H -1.67235 -1.63013 -5.30149 0.141
H -2.14607 -0.16968 -2.67437 0.044
H -1.35811 -1.74502 -2.80998 0.064
H -3.04968 -1.57092 -3.27768 0.097
H -0.00451 2.32251 -4.98891 0.071
H 1.36086 2.69324 -3.89157 0.073
H -1.53400 6.03634 -3.66876 0.139
H -1.77790 4.43074 -6.25150 0.080
H -1.94020 6.19750 -6.10601 0.077
H -3.12623 5.12002 -5.34143 0.083
H 0.54893 4.60749 -5.38304 0.074
H 0.82764 5.16388 -3.72030 0.067
H 0.46001 6.33496 -4.99626 0.083
H -0.61945 3.20336 -0.09130 0.100
H -0.14832 6.17491 -0.59891 0.078
H -1.02598 5.42324 0.77487 0.080
H -1.67963 5.29457 -0.85081 0.084
H 1.94698 4.85323 -0.03435 0.078
H 1.85556 3.07344 -0.00865 0.045
H 1.16060 3.99597 1.32502 0.087
H 3.39231 0.81024 -3.23772 0.138
H 3.37040 -1.88582 -4.63048 0.089
H 3.06855 -1.54728 -2.92152 0.070
H 4.70668 -1.36038 -3.57410 0.079
H 4.22296 0.08657 -6.08482 0.082
H 5.30809 0.68586 -4.80390 0.078
H 4.05005 1.74454 -5.48026 0.073
O -2.86105 -1.13513 5.21003 -0.301
As -3.39179 -0.19886 3.71656 0.872
O -4.89353 -0.72846 3.44089 -0.465
O -2.13089 -0.67763 2.73042 -0.601
C -3.28205 1.51477 4.65695 -0.215
C -3.45518 1.53762 6.03636 -0.083
C -3.38771 2.73736 6.72804 -0.093
C -3.15907 3.93006 6.05106 -0.094
C -3.01565 3.92061 4.67435 -0.066
C -3.08562 2.71691 3.99189 -0.266
S -2.83721 2.69310 2.22906 0.410
O -1.39979 2.48428 2.08091 -0.408
O -3.27035 3.98589 1.73026 -0.322
O -3.63214 1.55746 1.74168 -0.458
H -2.61124 -1.98856 4.83019 -0.015
H -3.62649 0.60464 6.55597 0.098
H -3.50369 2.74541 7.80531 0.093
H -3.09084 4.86123 6.60077 0.093
H -2.85853 4.82242 4.09737 0.108
N 1.96118 -1.41914 1.13106 -0.425
P 2.38092 0.20581 0.96414 0.969
C 4.21371 0.07860 0.70666 -0.383
C 4.91250 -1.12208 0.65340 -0.094
C 6.27184 -1.13969 0.36941 -0.099
C 6.95157 0.04449 0.12616 -0.118
C 6.26429 1.25045 0.17498 -0.107
C 4.90907 1.26355 0.45989 -0.120
C 2.44813 0.69610 2.75438 -0.348
C 1.22683 1.10756 3.28726 -0.123
C 1.09485 1.36104 4.64303 -0.067
C 2.18992 1.21793 5.48424 -0.100
C 3.41556 0.83353 4.95789 -0.105
C 3.54744 0.56890 3.60037 -0.094
P 0.36360 -2.07313 0.57911 0.952
C 1.15434 -3.52928 -0.26059 -0.319
C 0.88645 -3.80107 -1.59599 -0.091
C 1.40457 -4.93435 -2.20587 -0.085
C 2.21999 -5.79786 -1.49193 -0.115
C 2.53401 -5.51252 -0.17007 -0.105
C 1.99862 -4.38886 0.44040 -0.114
C 0.00955 -2.93796 2.17545 -0.343
C 0.19323 -2.27572 3.38574 -0.103
C -0.14447 -2.88170 4.58784 -0.098
C -0.69060 -4.15497 4.59863 -0.106
C -0.88399 -4.82465 3.39795 -0.091
C -0.52864 -4.22542 2.20096 -0.106
H 2.35901 -1.86656 1.95077 0.040
H 4.37676 -2.04899 0.82144 0.089
H 6.80089 -2.08482 0.33150 0.095
H 8.00961 0.02981 -0.10555 0.089
H 6.79008 2.17805 -0.01728 0.092
H 4.37282 2.20655 0.49322 0.095
H 0.37300 1.24277 2.63605 0.064
H 0.13098 1.65858 5.03885 0.108
H 2.08703 1.40261 6.54698 0.093
H 4.27598 0.72931 5.60965 0.091
H 4.50874 0.26563 3.20252 0.093
H 0.24081 -3.13598 -2.14994 0.084
H 1.14531 -5.15891 -3.23323 0.100
H 2.61569 -6.69079 -1.96229 0.087
H 3.17220 -6.18245 0.39540 0.090
H 2.21929 -4.19768 1.48368 0.100
H 0.58024 -1.26690 3.39461 0.076
H -0.00541 -2.34623 5.51871 0.103
H -0.98606 -4.61758 5.53251 0.096
H -1.32702 -5.81337 3.39144 0.101
H -0.69231 -4.75364 1.27201 0.111
N -4.88962 -1.47949 -0.59359 -0.004
C -3.92270 -0.99168 -0.18840 -0.411
Br -4.88584 -4.39795 3.83326 0.725
C -4.69211 -4.59711 1.95801 -0.640
C -5.57707 -5.40402 1.26194 -0.216
N -5.45449 -5.63901 -0.03924 0.054
C -4.41071 -5.10369 -0.66904 -0.094
C -3.47320 -4.29169 -0.04744 -0.121
C -3.63679 -3.99910 1.30058 -0.063
C -2.25390 -3.79574 -0.80834 -0.604
O -2.02551 -4.28359 -1.91702 0.013
O -1.53833 -2.93264 -0.18758 -0.274
H -6.40834 -5.88241 1.76794 0.087
H -4.31088 -5.32819 -1.72322 0.110
H -2.95423 -3.32641 1.80110 0.100
```


No. 2
The following is a quantum chemistry calculation of a molecular structure, C50H59BN5O2PPtS2, from OMol25.

Summary:
HOMO   -0.495 Ha
Frontier orbital gap   0.20482 hartree
Maximum force   0.024 hartree/bohr
Total charge   +2

Structure (XYZ):
```
121
Properties=species:S:1:pos:R:3:lowdin_charge:R:1
Pt -0.11093 -2.48244 -0.17227 0.967
C 6.48592 -4.67687 -2.19255 -0.024
C 5.34865 -3.99543 -1.50132 -0.233
C 5.48190 -3.56379 -0.18189 0.002
C 4.43328 -2.96121 0.48502 -0.051
C 3.23459 -2.74738 -0.20296 -0.367
C 3.06038 -3.20863 -1.49740 -0.095
C 4.11953 -3.82820 -2.13662 -0.014
S 1.88275 -2.13750 0.75377 0.801
O 1.98078 -2.82359 2.04243 -0.405
C 2.01695 -0.41580 1.23723 -0.277
C 3.32502 0.06592 1.45129 -0.036
C 3.52674 1.18301 2.20988 0.024
C 2.44786 1.78672 2.88972 -0.136
C 2.65217 2.86679 3.78296 0.001
C 1.61040 3.39673 4.48282 -0.035
C 0.31577 2.85235 4.34122 -0.028
C 0.08278 1.83486 3.46275 -0.016
C 1.13629 1.29455 2.68045 -0.117
C 0.91251 0.26409 1.72307 -0.117
C -0.50482 0.08009 1.09982 -0.343
C -1.12889 1.46441 0.85157 0.009
C -0.20353 2.26458 -0.04877 -0.227
C -2.39799 3.91509 -0.82255 -0.334
C -3.30211 4.00653 0.35070 0.001
C -3.17446 3.09038 1.30809 -0.021
C -2.39392 1.81076 1.28875 -0.117
C -3.13967 0.77328 1.89844 0.106
C -2.68232 -0.50358 2.20108 -0.021
C -1.38935 -0.82694 1.93201 -0.186
S -0.93188 -2.49328 2.56732 0.967
O -2.22630 -3.19542 2.58895 -0.445
C -0.58319 -1.94772 4.24506 -0.345
C 0.65227 -1.42479 4.59455 -0.068
C 0.86038 -1.03529 5.90652 -0.015
C -0.13707 -1.17498 6.86892 -0.250
C 0.10990 -0.79302 8.29497 -0.033
C -1.35894 -1.72523 6.48722 -0.010
C -1.59481 -2.11633 5.18147 -0.048
H 7.43672 -4.21825 -1.92833 0.092
H 6.37146 -4.64620 -3.27346 0.087
H 6.53179 -5.72358 -1.89132 0.102
H 6.41429 -3.73015 0.33990 0.132
H 4.52384 -2.70093 1.52817 0.122
H 2.09655 -3.13811 -1.99349 0.093
H 3.98339 -4.20855 -3.13935 0.128
H 4.16370 -0.44217 1.00020 0.111
H 4.52357 1.57899 2.33817 0.132
H 3.65462 3.24724 3.91427 0.126
H 1.77441 4.21019 5.17246 0.119
H -0.48794 3.22675 4.95817 0.120
H -0.88979 1.37268 3.44192 0.114
H 0.80738 1.89411 0.14418 0.128
H -2.17514 2.85726 -0.82885 0.076
H -3.98084 4.83537 0.49843 0.134
H -3.77722 3.17773 2.20325 0.118
H -4.15587 1.01568 2.18704 0.149
H -3.32340 -1.22319 2.68940 0.132
H 1.45019 -1.36580 3.87244 0.092
H 1.82186 -0.63327 6.19402 0.122
H 0.96019 -0.12068 8.38567 0.081
H 0.32221 -1.68021 8.89274 0.098
H -0.76384 -0.30992 8.72901 0.088
H -2.13370 -1.86438 7.22868 0.127
H -2.53008 -2.57243 4.89338 0.116
B -4.51373 -3.07962 -0.30142 -0.373
C -2.99090 -3.19432 -0.56134 -0.192
N -1.84214 -3.24007 -0.74064 -0.061
H -4.58500 -1.92027 0.07455 0.026
H -4.77317 -3.84163 0.58348 0.036
H -5.08158 -3.24036 -1.34803 0.029
N -0.26261 -0.50259 -0.26706 -0.215
P -0.54000 0.22071 -1.77389 0.769
N -1.87575 -0.17364 -2.61061 -0.165
C -3.17786 0.19781 -1.98911 -0.165
C -4.33415 -0.08405 -2.95529 -0.145
C -3.86164 0.00731 -4.40074 -0.172
C -2.85699 -1.11008 -4.67360 -0.149
C -2.03087 -1.40848 -3.42256 -0.186
N 0.74062 -0.05191 -2.74646 -0.179
C 0.72129 -0.11816 -4.22297 -0.187
C 1.71789 -1.16374 -4.68446 -0.151
C 3.14809 -0.72038 -4.33511 -0.165
C 3.14937 0.29801 -3.19173 -0.154
C 2.08902 -0.00921 -2.14585 -0.184
N -0.59130 1.83171 -1.41116 -0.144
C -0.12038 3.77149 0.24806 -0.083
C -1.11437 4.67673 -0.46703 -0.121
C -2.79047 4.18498 -2.26413 -0.115
C -1.89090 3.27811 -3.14061 -0.132
C -0.54871 2.76897 -2.57752 -0.128
H -3.15008 1.25764 -1.74184 0.095
H -3.31397 -0.36872 -1.06381 0.089
H -5.13225 0.62964 -2.75348 0.124
H -4.74746 -1.07275 -2.75497 0.109
H -3.39763 0.97794 -4.57867 0.097
H -4.70300 -0.06122 -5.08873 0.123
H -2.22087 -0.86164 -5.52477 0.110
H -3.38889 -2.02575 -4.93386 0.126
H -1.04879 -1.81408 -3.66533 0.102
H -2.53280 -2.15050 -2.81126 0.088
H 0.98881 0.86108 -4.63335 0.123
H -0.28737 -0.32960 -4.55732 0.086
H 1.61885 -1.31990 -5.75909 0.125
H 1.46559 -2.11422 -4.20512 0.107
H 3.61737 -0.26703 -5.20886 0.120
H 3.75871 -1.58342 -4.07618 0.097
H 2.98210 1.30340 -3.58289 0.118
H 4.11915 0.32354 -2.69286 0.124
H 2.12126 0.74925 -1.35743 0.110
H 2.29893 -0.97268 -1.69009 0.060
H 0.90001 4.09419 0.03768 0.129
H -0.23306 3.85773 1.33120 0.123
H -0.67412 5.10923 -1.36292 0.114
H -1.34964 5.52817 0.17620 0.134
H -2.65859 5.23811 -2.51294 0.121
H -3.83455 3.94187 -2.46570 0.122
H -1.64583 3.78351 -4.07659 0.127
H -2.45303 2.39376 -3.42880 0.074
H 0.13504 3.57205 -2.31348 0.123
H -0.05263 2.23205 -3.38794 0.099
```